1.
Formula: CH5ISi
Source: the OMol25 dataset
Level of theory: ωB97M-V with the def2-TZVPD basis set

Structure (XYZ):
```
8
Properties=species:S:1:pos:R:3
C -0.9816 -0.4402 -0.5570
Si 0.5975 0.5142 -0.0268
I -2.1692 0.6481 -2.0273
H -1.0350 -1.5119 -0.9531
H -1.9986 -0.3347 0.6611
H 1.1899 0.9276 -1.2042
H 0.2240 1.6316 1.0351
H 1.6128 -0.4922 0.4680
```

Calculated values
- HOMO level: -9.3 eV
- E_LUMO: 0.12 eV
- Relative energy (zero: lowest compared OMol25 entry of this formula, charge and spin): 3.035 eV
- 2S+1: 1
- F_max: 0.0910 hartree/bohr
- Orbital gap: 9.389 eV

=====

2.
Formula: C5H7NO
Source: the OMol25 dataset
Level of theory: ωB97M-V with the def2-TZVPD basis set

Structure (XYZ):
```
14
Properties=species:S:1:pos:R:3
C -1.8752 0.0592 0.0316
C -0.4022 -0.1368 0.0241
N 0.2014 -1.0753 1.0142
C 0.6781 0.2505 0.9464
C 1.6665 0.4704 -0.4924
C 0.4416 0.0104 -1.2073
O 0.2097 -0.3356 -2.3408
H -2.1381 1.0506 -0.3491
H -2.2734 -0.0701 1.0385
H -2.3168 -0.6889 -0.6330
H 0.9076 -1.6920 0.6261
H 0.5771 0.9410 1.8109
H 2.6056 -0.0608 -0.6830
H 1.7180 1.2776 0.2140
```

Calculated values
- HOMO level: -9.5 eV
- E_LUMO: 0.92 eV
- Relative energy (zero: lowest compared OMol25 entry of this formula, charge and spin): 4.148 eV
- SMILES string: C[C@]12N[C@H]1CC2=O
- 2S+1: 1
- F_max: 0.0602 hartree/bohr
- Orbital gap: 10.444 eV

=====

3.
Formula: C3H7NO4S2
Source: the OMol25 dataset
Level of theory: ωB97M-V with the def2-TZVPD basis set

Structure (XYZ):
```
17
Properties=species:S:1:pos:R:3
C 0.4577 1.1640 0.4971
C 0.7019 -1.4762 0.4599
C -0.2052 1.4606 -0.7919
N -0.0471 -1.7857 1.5836
O 4.0644 0.1653 0.2932
O 2.3570 0.0056 -1.4728
O 1.7948 1.2511 0.6412
O 2.0119 -1.3420 0.5886
S 0.0114 -1.7733 -1.1241
S 2.6980 0.0825 -0.0748
H -0.0887 1.0219 1.4145
H -0.7716 0.5943 -1.1643
H 0.5463 1.7145 -1.5349
H -0.9102 2.2878 -0.6989
H -0.9814 -2.1041 1.3739
H 0.4302 -2.3405 2.2823
H 0.9692 -1.0937 -1.7659
```

Calculated values
- HOMO level (alpha / beta): -7.5 / -6.8 eV
- E_LUMO (alpha / beta): 0.39 / 0.38 eV
- Relative energy (zero: lowest compared OMol25 entry of this formula, charge and spin): 2.334 eV
- 2S+1: 1
- F_max: 0.0438 hartree/bohr
- Orbital gap (alpha / beta): 7.859 / 7.201 eV

=====

4.
Formula: C5H6CrN2O4S
Source: the OMol25 dataset
Level of theory: ωB97M-V with the def2-TZVPD basis set

Structure (XYZ):
```
19
Properties=species:S:1:pos:R:3
Cr -0.0058 0.1629 -1.4086
C 0.0748 1.6427 -0.3180
O 0.1191 2.5413 0.4294
C -0.0047 1.2864 -2.9448
O -0.0109 2.0348 -3.8573
C -1.8838 -0.0020 -1.5671
O -3.0114 0.0826 -1.3487
C 1.8545 -0.1179 -1.6243
O 3.0083 -0.0974 -1.4903
H -0.0869 -3.6368 -3.7976
H -0.0899 -3.1818 -4.3895
N -0.8640 0.7168 2.9552
C -0.0188 -0.1380 2.3369
N 1.0200 -0.5788 3.0823
S -0.2192 -0.8264 0.7394
H -0.9445 0.7677 3.9706
H -1.6201 1.1857 2.4740
H 1.6760 -1.2172 2.6557
H 1.0075 -0.6246 4.1025
```

Calculated values
- HOMO level (alpha / beta): -22.4 / -22.4 eV
- E_LUMO (alpha / beta): -15.83 / -16.33 eV
- Charge: +3
- 2S+1: 4
- F_max: 0.2068 hartree/bohr
- Orbital gap (alpha / beta): 6.597 / 6.100 eV
- ⟨S²⟩: 3.80

=====

5.
Formula: C10H18BiClIN2O2P
Source: the OMol25 dataset
Level of theory: ωB97M-V with the def2-TZVPD basis set

Structure (XYZ):
```
36
Properties=species:S:1:pos:R:3
C -3.5859 2.4592 -4.7923
C -3.5984 1.2859 -3.9763
H -4.3605 2.4616 -5.6020
H -2.5613 2.5476 -5.2095
H -3.7377 3.3101 -4.0954
O -3.9200 0.2063 -3.6472
I -1.5739 2.4524 -2.0215
Bi -0.8904 0.7793 0.0808
P 1.1776 -0.8140 -0.9924
C 1.4290 -2.6085 -0.7700
C 1.0034 -0.6675 -2.8039
H 2.8751 0.8892 -0.6583
H 3.5390 -0.5662 -1.4943
H 3.2325 -0.5882 0.2745
C 2.8746 -0.2071 -0.6922
H 0.8475 0.3820 -3.0871
H 1.9254 -1.0497 -3.2688
H 2.2489 -2.9466 -1.4254
H 0.5165 -3.1621 -1.0224
H 0.1445 -1.2607 -3.1473
H 1.7025 -2.8223 0.2726
C -1.3966 -2.0182 0.5868
O -1.7383 -3.0554 0.9313
Cl 0.9540 2.4567 0.4819
C -0.5841 1.9094 3.7487
C 0.0147 0.5694 3.6280
N 0.1098 -0.2114 2.5537
C 0.8022 -1.3534 2.9471
C 1.0530 -1.2734 4.2937
N 0.5464 -0.0531 4.7007
H -1.6279 1.8081 4.0831
H -0.0261 2.4996 4.4912
H -0.5345 2.4155 2.7790
H 1.0771 -2.1269 2.2445
H 1.5315 -1.9653 4.9649
H 0.5304 0.3177 5.6439
```

Calculated values
- HOMO level: -14.2 eV
- E_LUMO: -7.77 eV
- Relative energy (zero: lowest compared OMol25 entry of this formula, charge and spin): 0.000 eV
- Charge: +2
- 2S+1: 1
- F_max: 0.1211 hartree/bohr
- Orbital gap: 6.457 eV

=====

6.
Formula: C42H46As2LuN4SSiTe
Source: the OMol25 dataset
Level of theory: ωB97M-V with the def2-TZVPD basis set

Structure (XYZ):
```
98
Properties=species:S:1:pos:R:3
Lu -1.5192 0.4394 0.1168
C 0.2908 -1.7439 -1.6284
C 0.6184 -0.2784 -1.9764
As 2.1308 0.9678 -1.4258
C 3.6714 -0.0583 -1.9095
C 3.8188 -1.4281 -1.7502
C 5.0748 -2.0026 -1.8198
C 6.1929 -1.1912 -2.0080
C 6.0388 0.1677 -2.2126
C 4.7741 0.7332 -2.1872
C 2.5244 0.8723 0.5066
C 2.6960 2.1250 1.0898
C 3.2271 2.2476 2.3600
C 3.5902 1.1081 3.0786
C 3.4359 -0.1271 2.4888
C 2.9369 -0.2463 1.2130
As 0.3011 -2.0546 0.3565
C 1.6361 -3.4541 0.5298
C 1.8159 -4.3609 -0.5142
C 2.6687 -5.4470 -0.3654
C 3.3384 -5.6119 0.8332
C 3.1824 -4.6952 1.8629
C 2.3437 -3.5885 1.7147
C -1.3158 -3.0581 0.6773
C -2.2085 -2.3955 1.4944
C -3.4677 -2.9150 1.7510
C -3.8498 -4.1121 1.1934
C -2.9370 -4.8174 0.4080
C -1.6839 -4.2990 0.1353
H 1.0016 -2.4197 -2.0808
H -0.6949 -2.0186 -2.0402
H -0.3082 0.3276 -1.8685
H 0.8378 -0.3118 -3.0600
H 2.9689 -2.0500 -1.5275
H 5.1820 -3.0761 -1.7246
H 7.1752 -1.6243 -2.0008
H 6.9116 0.7890 -2.3801
H 4.6433 1.7834 -2.3815
H 2.4572 3.0174 0.5206
H 3.4080 3.2265 2.7687
H 3.9998 1.1915 4.0704
H 3.8002 -1.0267 2.9658
H 2.9776 -1.2140 0.7454
H 1.2862 -4.2335 -1.4631
H 2.7963 -6.1257 -1.2088
H 3.9464 -6.4924 0.9824
H 3.7263 -4.8088 2.7856
H 2.2170 -2.8767 2.5191
H -1.9056 -1.4575 1.9907
H -4.1594 -2.3392 2.3533
H -4.8517 -4.5063 1.3506
H -3.2535 -5.7637 -0.0202
H -1.0135 -4.8387 -0.5206
C -0.2631 -0.2057 3.8803
C -0.1702 1.1585 3.2730
C 0.2087 2.2622 3.9975
C 0.1717 3.5309 3.3990
C -0.1439 3.6744 2.0813
C -0.4372 2.4900 1.3439
N -0.4920 1.2753 1.9686
N -0.6791 2.4080 -0.0112
Si -0.5760 3.8008 -1.1006
C -0.8666 3.1972 -2.8569
C 1.1591 4.5839 -1.0892
C -1.6749 5.1693 -0.4676
H 0.1592 -0.2299 4.8924
H 0.2492 -0.8998 3.2270
H -1.3105 -0.5240 3.9358
H 0.5052 2.1497 5.0474
H 0.4160 4.4023 3.9991
H -0.1575 4.6481 1.5898
H 0.0389 2.7675 -3.2665
H -1.1378 3.9956 -3.5451
H -1.6198 2.4249 -2.9411
H 1.8981 3.9174 -1.5252
H 1.5191 4.8911 -0.1036
H 1.0756 5.4718 -1.7157
H -2.2645 4.8676 0.3864
H -2.3774 5.5677 -1.2067
H -1.0795 6.0355 -0.1556
Te -4.0738 0.7888 1.4903
C -4.8327 2.1839 0.1019
C -6.1027 2.6650 -0.0683
C -6.2324 3.5584 -1.1850
C -5.0677 3.6998 -1.8801
S -3.8156 2.8280 -1.1025
H -6.9416 2.3896 0.5781
H -7.1556 4.0445 -1.4792
H -4.9274 4.3334 -2.7377
N -3.1766 -2.0601 -1.6638
C -4.2278 -2.4132 -2.4282
C -4.6945 -1.2719 -3.0433
C -3.8231 -0.2607 -2.5936
N -2.8932 -0.7483 -1.7607
H -2.6841 -2.6512 -1.0298
H -4.6076 -3.4366 -2.4393
H -5.5274 -1.1959 -3.7323
H -3.8414 0.7883 -2.8514
```

Calculated values
- HOMO level: -9.4 eV
- E_LUMO: -2.51 eV
- Relative energy (zero: lowest compared OMol25 entry of this formula, charge and spin): 0.000 eV
- Charge: +1
- 2S+1: 1
- F_max: 0.0197 hartree/bohr
- Orbital gap: 6.890 eV